Entry 1:
Here is a structure of composition C16H26ErN6O6 from the Open Molecules 2025 dataset. Energies are from ωB97M-V with the def2-TZVPD basis set.

Positions of all 55 atoms, in Å:
1 O -1.821 0.037 -5.410
2 H -1.367 -0.034 -6.268
3 Er -0.038 -0.788 -0.632
4 N -1.115 -1.783 0.867
5 N -1.901 0.027 -1.039
6 N 1.798 -1.262 0.207
7 N 1.097 0.326 -1.896
8 O -0.623 -2.677 1.656
9 O 2.095 -2.062 1.270
10 O 0.649 1.162 -2.883
11 O -2.028 1.062 -1.733
12 C -2.830 -0.413 -0.123
13 C -2.422 -1.360 0.879
14 C 2.784 -0.568 -0.440
15 C 2.399 0.314 -1.510
16 C -3.280 -1.937 1.932
17 H -2.848 -1.729 2.922
18 H -3.330 -3.032 1.820
19 H -4.309 -1.563 1.944
20 C -4.184 0.159 -0.280
21 H -4.533 0.001 -1.312
22 H -4.155 1.244 -0.110
23 H -4.940 -0.261 0.387
24 C 4.188 -0.725 -0.014
25 C 3.373 1.173 -2.215
26 H 4.414 -1.667 0.501
27 H 4.484 0.093 0.662
28 H 4.852 -0.687 -0.888
29 H 2.946 2.061 -2.696
30 H 3.895 0.600 -2.999
31 H 4.129 1.539 -1.511
32 H 1.187 -2.403 1.561
33 H -0.272 0.847 -3.058
34 C -1.377 -1.095 -4.655
35 H -2.043 -1.300 -3.804
36 H -0.303 -1.040 -4.423
37 H -1.485 -1.957 -5.301
38 O 0.137 -3.007 -1.307
39 H 0.956 -2.517 -1.034
40 H -0.547 -2.859 -0.600
41 N 0.489 3.241 1.307
42 C 0.306 2.373 0.302
43 N 0.167 1.143 0.754
44 C 0.262 1.180 2.136
45 C 0.218 0.183 3.109
46 C 0.376 0.583 4.439
47 C 0.583 1.917 4.775
48 C 0.637 2.915 3.800
49 C 0.468 2.504 2.489
50 H 0.637 4.256 1.266
51 H 0.301 2.661 -0.732
52 H 0.066 -0.847 2.842
53 H 0.339 -0.183 5.212
54 H 0.712 2.201 5.817
55 H 0.804 3.953 4.016

Summary:
Kohn-Sham gap (spin up / spin down) = 0.173 / 0.174 Eh
LUMO energy (spin up / spin down) = -5.32 / -5.29 eV
net charge = +1
molar mass = 565.68 g/mol
total energy = -65847.54531 eV
largest force on an atom = 6.44 eV Å⁻¹
2S+1 = 4

Taken from the natural (NBO) analysis, the atomic charges in e are:
1 O -0.71
2 H 0.47
3 Er 1.78
4 N -0.37
5 N -0.27
6 N -0.26
7 N -0.27
8 O -0.62
9 O -0.49
10 O -0.48
11 O -0.52
12 C 0.09
13 C 0.26
14 C 0.24
15 C 0.25
16 C -0.70
17 H 0.25
18 H 0.25
19 H 0.23
20 C -0.67
21 H 0.25
22 H 0.24
23 H 0.23
24 C -0.70
25 C -0.70
26 H 0.28
27 H 0.27
28 H 0.25
29 H 0.27
30 H 0.27
31 H 0.25
32 H 0.53
33 H 0.53
34 C -0.27
35 H 0.20
36 H 0.14
37 H 0.19
38 O -0.83
39 H 0.45
40 H 0.50
41 N -0.51
42 C 0.26
43 N -0.60
44 C 0.15
45 C -0.24
46 C -0.19
47 C -0.19
48 C -0.22
49 C 0.09
50 H 0.44
51 H 0.23
52 H 0.24
53 H 0.23
54 H 0.23
55 H 0.23

---

Entry 2:
Here is a cluster of 2 separate species, C16H26N3O9 in total from the Open Molecules 2025 dataset. Energies are from ωB97M-V with the def2-TZVPD basis set.

Positions of all 54 atoms, in Å:
1 O -1.057 -5.976 -2.303
2 O 0.638 0.271 -0.455
3 O 0.568 6.633 4.156
4 O 2.547 -4.192 -3.049
5 O -1.206 0.960 -1.471
6 O -0.971 6.789 2.506
7 O 0.818 1.541 4.742
8 O -1.461 3.967 4.532
9 O 0.508 0.507 2.101
10 C -0.547 -5.465 -1.313
11 C -0.376 0.077 -1.164
12 C -0.054 6.114 3.242
13 C 1.400 -4.065 -3.464
14 N 1.147 -4.374 -4.740
15 N 0.548 3.738 0.617
16 N 0.095 -4.302 -1.339
17 C -0.644 -6.147 0.029
18 C -0.142 -4.325 -5.428
19 C 0.172 3.806 -0.806
20 C -0.663 -1.356 -1.618
21 C 0.011 2.206 3.763
22 C -0.114 3.718 4.101
23 C 0.603 1.909 2.378
24 C 0.255 4.652 2.929
25 C -0.176 2.681 1.320
26 C -0.399 4.179 1.631
27 C 0.586 -2.047 -2.185
28 C 0.283 -3.505 -2.557
29 H -0.986 7.676 2.888
30 H 1.029 0.654 4.385
31 H -1.674 3.397 5.291
32 H 0.622 0.388 1.106
33 H 1.946 -4.714 -5.251
34 H 0.503 -3.948 -0.489
35 H 0.357 -6.295 0.428
36 H -1.139 -7.108 -0.096
37 H -1.223 -5.518 0.702
38 H -0.026 -4.672 -6.455
39 H -0.858 -4.973 -4.915
40 H -0.523 -3.302 -5.439
41 H -0.909 3.695 -0.946
42 H 0.478 4.768 -1.228
43 H 0.672 3.007 -1.362
44 H -1.036 -1.923 -0.762
45 H -1.441 -1.357 -2.386
46 H -0.992 1.766 3.768
47 H 0.570 3.945 4.928
48 H 1.652 2.222 2.344
49 H 1.337 4.597 2.787
50 H -1.001 2.146 0.836
51 H -1.372 4.602 1.357
52 H 1.397 -2.026 -1.455
53 H 0.903 -1.508 -3.079
54 H -0.654 -3.509 -3.110

Summary:
Kohn-Sham gap = 0.298 Eh
LUMO energy = 2.67 eV
net charge = -1
molar mass = 404.40 g/mol
total energy = -39914.37491 eV
largest force on an atom = 2.05 eV Å⁻¹

Taken from the natural (NBO) analysis, the atomic charges in e are:
1 O -0.66
2 O -0.81
3 O -0.62
4 O -0.65
5 O -0.75
6 O -0.67
7 O -0.74
8 O -0.74
9 O -0.79
10 C 0.68
11 C 0.78
12 C 0.82
13 C 0.67
14 N -0.61
15 N -0.41
16 N -0.59
17 C -0.70
18 C -0.42
19 C -0.41
20 C -0.50
21 C 0.06
22 C 0.10
23 C 0.07
24 C -0.36
25 C -0.10
26 C -0.10
27 C -0.39
28 C -0.13
29 H 0.49
30 H 0.49
31 H 0.47
32 H 0.52
33 H 0.40
34 H 0.41
35 H 0.22
36 H 0.23
37 H 0.23
38 H 0.20
39 H 0.22
40 H 0.20
41 H 0.18
42 H 0.17
43 H 0.23
44 H 0.20
45 H 0.20
46 H 0.17
47 H 0.19
48 H 0.17
49 H 0.26
50 H 0.25
51 H 0.21
52 H 0.23
53 H 0.21
54 H 0.21

---

Entry 3:
Here is the molecule C16H26N6O5S from the Open Molecules 2025 dataset. Energies are from ωB97M-V with the def2-TZVPD basis set.

Positions of all 54 atoms, in Å:
1 C -2.873 -1.988 -5.046
2 S -2.614 -2.447 -3.319
3 C -1.150 -3.520 -3.414
4 C 0.198 -2.815 -3.279
5 O 1.229 -3.449 -3.436
6 N 0.190 -1.504 -2.954
7 C 1.422 -0.818 -2.624
8 C 1.857 -1.077 -1.198
9 O 0.864 -0.564 -0.332
10 C 1.141 -0.828 1.029
11 C 0.028 -0.242 1.869
12 N -0.057 1.208 1.748
13 C -0.979 1.770 0.772
14 C 0.699 1.954 2.584
15 O 1.479 1.470 3.386
16 C 0.552 3.470 2.445
17 N 1.108 4.169 3.576
18 C 2.348 4.141 4.091
19 N 2.418 4.936 5.133
20 C 1.154 5.433 5.221
21 C 0.738 6.402 6.285
22 N 1.747 6.700 7.137
23 O -0.382 6.858 6.360
24 N 0.328 4.996 4.298
25 C -1.316 -4.655 -2.350
26 C -1.831 -5.596 -3.458
27 O -3.235 -5.734 -3.513
28 C -1.227 -4.628 -4.494
29 H -3.633 -1.208 -5.050
30 H -1.960 -1.589 -5.485
31 H -3.233 -2.830 -5.630
32 H -0.695 -1.081 -2.726
33 H 2.201 -1.161 -3.304
34 H 1.272 0.252 -2.775
35 H 1.981 -2.155 -1.040
36 H 2.821 -0.588 -1.005
37 H 1.202 -1.911 1.202
38 H 2.099 -0.382 1.318
39 H -0.929 -0.663 1.559
40 H 0.201 -0.496 2.914
41 H -0.587 2.688 0.339
42 H -1.096 1.056 -0.039
43 H -1.959 1.975 1.211
44 H 1.044 3.791 1.523
45 H -0.492 3.771 2.389
46 H 3.135 3.527 3.690
47 H 2.648 6.271 7.021
48 H 1.564 7.331 7.896
49 H -0.339 -4.964 -1.980
50 H -1.991 -4.460 -1.516
51 H -1.430 -6.607 -3.456
52 H -3.625 -4.856 -3.410
53 H -1.820 -4.436 -5.386
54 H -0.216 -4.917 -4.776

Summary:
Kohn-Sham gap = 0.346 Eh
energy relative to the best compared isomer or geometry (same formula, charge and spin) = 40.5 kcal/mol
LUMO energy = 0.21 eV
SMILES = CS[C@]1(C(=O)NCCOCCN(C)C(=O)Cn2cnc(C(N)=O)n2)C[C@H](O)C1
molar mass = 414.49 g/mol
total energy = -47027.68801 eV
largest force on an atom = 0.30 eV Å⁻¹

Taken from the natural (NBO) analysis, the atomic charges in e are:
1 C -0.75
2 S 0.19
3 C -0.24
4 C 0.66
5 O -0.65
6 N -0.61
7 C -0.24
8 C -0.07
9 O -0.56
10 C -0.07
11 C -0.23
12 N -0.43
13 C -0.41
14 C 0.67
15 O -0.63
16 C -0.31
17 N -0.17
18 C 0.21
19 N -0.49
20 C 0.18
21 C 0.63
22 N -0.81
23 O -0.59
24 N -0.23
25 C -0.42
26 C 0.11
27 O -0.71
28 C -0.44
29 H 0.24
30 H 0.22
31 H 0.22
32 H 0.41
33 H 0.23
34 H 0.20
35 H 0.18
36 H 0.17
37 H 0.18
38 H 0.18
39 H 0.21
40 H 0.24
41 H 0.21
42 H 0.23
43 H 0.20
44 H 0.23
45 H 0.25
46 H 0.22
47 H 0.42
48 H 0.40
49 H 0.24
50 H 0.22
51 H 0.18
52 H 0.47
53 H 0.21
54 H 0.25

---

Entry 4:
Here is the ion C16H26NO3 with charge +1 from the Open Molecules 2025 dataset. Energies are from ωB97M-V with the def2-TZVPD basis set.

Positions of all 46 atoms, in Å:
1 O 1.087 -1.237 1.263
2 O -2.043 -1.698 -0.985
3 O 0.729 3.901 -0.931
4 C 0.686 -2.066 0.494
5 C -0.998 -1.106 -0.937
6 C 0.648 -3.392 0.995
7 C 0.121 -4.381 0.147
8 C 2.033 3.464 -0.516
9 C 1.829 2.071 0.167
10 C -2.484 2.070 2.223
11 C 1.975 -3.248 -2.122
12 C -0.249 -4.199 -1.353
13 C -1.225 0.502 -0.927
14 C -2.534 0.842 1.278
15 C 0.788 2.045 1.309
16 C -1.320 2.926 1.833
17 C 0.407 -1.718 -0.963
18 C 0.532 -2.982 -1.836
19 C -1.216 0.921 0.538
20 N -0.583 2.247 0.807
21 H 0.744 4.643 -1.603
22 H 0.788 -3.605 2.032
23 H -0.159 -5.312 0.540
24 H 2.632 3.292 -1.456
25 H 2.618 4.262 0.080
26 H 2.684 1.818 0.662
27 H 1.619 1.299 -0.539
28 H -2.353 1.707 3.247
29 H -3.455 2.614 2.176
30 H 2.520 -2.394 -2.556
31 H 2.529 -3.437 -1.199
32 H 2.187 -4.154 -2.707
33 H -0.077 -5.062 -1.982
34 H -1.355 -4.024 -1.542
35 H -0.491 1.089 -1.462
36 H -2.195 0.770 -1.475
37 H -2.610 -0.015 1.844
38 H -3.480 1.052 0.661
39 H 1.106 2.885 2.020
40 H 0.950 1.132 1.872
41 H -1.801 3.683 1.283
42 H -0.762 3.402 2.691
43 H 1.113 -0.997 -1.365
44 H 0.199 -2.703 -2.857
45 H -0.560 0.253 1.154
46 H -0.571 2.842 -0.009

Summary:
Kohn-Sham gap = 0.356 Eh
energy relative to the best compared isomer or geometry (same formula, charge and spin) = 60.0 kcal/mol
LUMO energy = -2.67 eV
net charge = +1
SMILES = C[C@H]1CC=CC(=O)[C@@H]1C(=O)C[C@@H]1CCC[N@H+]1CCCO
molar mass = 280.39 g/mol
total energy = -24637.78557 eV
largest force on an atom = 5.95 eV Å⁻¹

Taken from the natural (NBO) analysis, the atomic charges in e are:
1 O -0.59
2 O -0.51
3 O -0.79
4 C 0.55
5 C 0.64
6 C -0.35
7 C 0.00
8 C -0.07
9 C -0.42
10 C -0.42
11 C -0.62
12 C -0.48
13 C -0.51
14 C -0.40
15 C -0.23
16 C -0.24
17 C -0.43
18 C -0.20
19 C -0.07
20 N -0.39
21 H 0.51
22 H 0.25
23 H 0.21
24 H 0.19
25 H 0.19
26 H 0.24
27 H 0.21
28 H 0.22
29 H 0.24
30 H 0.21
31 H 0.21
32 H 0.23
33 H 0.24
34 H 0.27
35 H 0.22
36 H 0.25
37 H 0.24
38 H 0.22
39 H 0.22
40 H 0.26
41 H 0.22
42 H 0.25
43 H 0.25
44 H 0.22
45 H 0.25
46 H 0.48